66
Properties=species:S:1:pos:R:3:forces:R:3:lowdin_charge:R:1 method="wB97M-V/def2-TZVPD" e_above_lowest_ev=0.288 mol_weight_g_mol=723.198 total_charge=+1 orbital_gap_ev=6.481
Co 0.467 -0.520 0.250 0.322 -0.056 0.409 0.454
C -0.804 -4.304 1.487 -0.057 -0.104 -0.142 -0.047
C 0.133 -3.276 1.517 0.169 -0.085 -0.124 -0.145
N -0.230 -2.302 0.689 -0.043 -0.042 -0.120 -0.032
N -1.392 -2.674 0.107 0.088 0.003 0.045 0.051
C -1.764 -3.871 0.588 -0.063 -0.076 0.074 -0.033
B -2.022 -1.715 -0.956 0.041 -0.022 0.014 -0.614
N -0.896 -1.410 -1.994 0.145 -0.152 -0.010 0.053
C -0.869 -1.572 -3.325 0.051 -0.038 -0.157 -0.016
C 0.398 -1.238 -3.781 -0.046 -0.016 -0.113 -0.015
C 1.104 -0.858 -2.643 0.080 0.040 -0.066 -0.083
N 0.312 -0.981 -1.578 -0.510 0.165 0.166 -0.039
N -2.306 -0.386 -0.198 0.005 0.130 0.244 0.076
C -3.430 0.272 0.149 0.190 -0.082 -0.069 -0.020
C -3.093 1.297 1.014 -0.211 0.024 0.072 -0.017
C -1.715 1.210 1.170 0.066 0.171 -0.024 -0.126
N -1.255 0.199 0.445 -0.069 -0.471 -0.538 -0.032
N -3.184 -2.354 -1.666 0.145 0.165 0.202 -0.023
C -3.203 -3.610 -2.213 0.216 0.191 0.223 -0.106
C -4.286 -3.690 -3.032 -0.384 0.137 -0.214 -0.052
C -4.884 -2.407 -2.946 -0.117 0.134 -0.057 -0.136
N -4.219 -1.596 -2.139 0.197 -0.681 -0.093 0.084
H -0.786 -5.233 2.035 -0.012 0.113 -0.106 0.115
H 1.057 -3.209 2.075 -0.139 0.010 -0.142 0.112
H -2.686 -4.339 0.269 0.170 0.097 0.064 0.131
H -1.742 -1.921 -3.865 0.155 0.089 0.164 0.137
H 0.757 -1.259 -4.802 -0.088 -0.011 0.251 0.112
H 2.124 -0.511 -2.540 -0.216 -0.004 0.012 0.125
H -4.381 -0.024 -0.264 0.098 -0.033 -0.008 0.119
H -3.762 2.009 1.475 0.131 -0.101 -0.104 0.113
H -1.038 1.824 1.745 -0.076 -0.032 -0.082 0.099
H -2.438 -4.344 -1.989 -0.132 0.189 -0.062 0.125
H -4.614 -4.543 -3.611 0.051 0.186 0.111 0.103
H -5.773 -2.043 -3.449 0.149 -0.090 0.100 0.110
C -1.933 -3.073 4.385 -0.011 -0.009 0.062 -0.384
Se -1.274 -1.325 3.866 -0.149 -0.054 0.076 0.931
C 0.565 -1.623 4.435 -0.135 0.089 0.031 -0.552
C 1.347 -0.344 4.260 0.056 -0.292 -0.106 -0.495
Se 1.358 0.427 2.452 -0.244 0.244 -0.410 1.045
C 3.281 0.468 2.178 -0.020 -0.097 0.034 -0.316
H -1.372 -3.851 3.871 -0.074 0.093 0.082 -0.002
H -2.976 -3.118 4.085 -0.030 -0.036 -0.005 0.028
H -1.859 -3.195 5.461 -0.017 0.014 0.059 0.029
H 1.002 -2.456 3.889 -0.007 0.049 0.054 0.046
H 0.527 -1.878 5.492 0.099 -0.042 0.092 0.079
H 2.398 -0.460 4.507 0.085 -0.087 0.107 0.073
H 0.923 0.437 4.882 -0.007 0.151 0.060 0.066
H 3.704 1.147 2.910 0.039 0.032 0.060 0.041
H 3.446 0.847 1.176 -0.005 0.033 -0.040 0.014
H 3.698 -0.527 2.288 0.031 -0.049 0.009 0.040
F 5.174 7.211 -2.016 -0.070 0.102 -0.112 0.149
C 3.972 7.010 -2.587 -0.085 -0.181 0.039 -0.586
F 3.190 8.053 -2.254 0.138 0.026 -0.085 0.150
F 4.136 7.021 -3.917 0.050 0.153 0.117 0.144
C 3.366 5.717 -2.111 0.027 0.021 -0.040 -0.115
C 3.019 4.723 -3.007 -0.074 -0.169 -0.066 0.008
C 2.466 3.540 -2.537 -0.015 -0.046 -0.025 -0.009
C 2.266 3.351 -1.169 -0.086 -0.270 0.078 -0.232
C 2.619 4.369 -0.278 -0.030 -0.027 0.090 -0.011
C 3.165 5.548 -0.750 -0.034 -0.029 0.190 0.002
C 1.704 2.110 -0.681 0.290 0.650 -0.245 -0.056
C 1.250 1.064 -0.281 -0.049 -0.033 -0.001 -0.162
H 3.179 4.872 -4.067 -0.018 -0.033 0.053 0.125
H 2.184 2.753 -3.227 0.034 0.087 0.036 0.118
H 2.455 4.225 0.785 0.024 0.026 -0.081 0.119
H 3.438 6.341 -0.062 -0.020 -0.066 -0.029 0.132